Record 1
Entry from the Open Molecules 2025 dataset: 2 unconnected molecules or ions with the total composition C4H15N2OS at a distorted geometry (ωB97M-V/def2-TZVPD).

Geometry as XYZ:
```
23
Properties=species:S:1:pos:R:3:forces:R:3:mulliken_charge:R:1
N -0.59178 0.18003 1.19693 0.8 -0.1 0.0 -0.160
C 0.15262 -0.05853 -0.09477 0.4 0.2 -0.5 -0.176
C 1.01733 1.12941 -0.51564 0.8 0.1 0.2 -0.646
C 2.34680 0.71545 -1.21664 -1.3 -0.2 -0.4 -0.883
S 2.89735 1.91555 -2.44143 0.5 0.4 0.0 -0.186
C -0.88255 -0.41455 -1.14985 -0.7 -0.7 0.1 -0.748
N -1.84719 -1.36106 -0.59318 0.1 0.5 0.6 -0.524
H -0.23489 -0.42762 1.93114 -0.3 -0.3 0.3 0.369
H -1.57283 -0.08514 1.03741 -0.2 -0.1 0.1 0.436
H -0.44690 1.11480 1.56374 -0.4 0.4 -0.2 0.349
H 0.81291 -0.90684 0.08379 -0.1 -0.2 0.1 0.317
H 1.31987 1.68888 0.37272 -0.2 0.3 0.0 0.357
H 0.47710 1.78692 -1.19410 -0.1 0.1 0.2 0.391
H 2.19217 -0.27336 -1.64086 0.3 -0.1 -0.3 0.383
H 3.16641 0.64502 -0.52953 0.3 -0.1 0.5 0.366
H 2.34297 1.46170 -3.56563 -0.3 -0.3 0.0 0.143
H -1.47791 0.45636 -1.43352 0.3 0.2 -0.1 0.450
H -0.39127 -0.81394 -2.03555 0.3 0.3 -0.1 0.366
H -2.71752 -1.35808 -1.10282 0.1 -0.4 0.0 0.213
H -1.48430 -2.29027 -0.41622 -0.2 0.0 -0.4 0.186
H -1.51787 -1.78951 4.11854 -0.1 0.1 0.1 0.313
H -2.07241 -0.33624 4.02498 0.1 -0.4 0.1 0.306
O -1.48812 -0.97897 3.60051 0.1 0.3 -0.3 -0.623
```
Positions in Å, forces in eV/Å.

Properties
Kohn-Sham gap, eV: 9.13
LUMO level, eV: -2.9610
ΔE to the lowest compared entry with this formula, charge and spin, kcal per mole: 4.80
Net charge: +1
Energy, Ha: -744.10572

=====

Record 2
Entry from the Open Molecules 2025 dataset: a molecular structure, C27H41N2PReSi2 (ωB97M-V/def2-TZVPD).

Geometry as XYZ:
```
74
Properties=species:S:1:pos:R:3:forces:R:3:lowdin_spin:R:1
Re -0.86456 0.17123 -0.05939 0.0 0.1 0.1 0.815
N -2.89809 0.85716 0.55859 0.0 0.0 0.0 0.020
C -3.84255 0.57792 -0.55794 0.0 0.0 0.0 0.002
C -3.20895 1.07458 -1.84252 0.1 0.0 0.1 0.002
N -1.83770 0.48560 -1.95167 -0.1 -0.1 -0.1 0.000
H -3.21427 0.41054 1.41449 -0.1 0.0 0.0 0.000
H -2.89412 1.85699 0.76223 0.0 0.0 0.0 0.005
H -4.80805 1.05692 -0.39702 0.0 0.0 0.0 0.000
H -4.00367 -0.50127 -0.59363 0.0 0.0 0.0 0.000
H -3.10352 2.15890 -1.81286 0.0 0.0 0.0 0.000
H -3.80723 0.81952 -2.71557 0.0 0.0 0.0 0.000
H -1.26553 1.00162 -2.61954 0.0 0.0 0.0 0.000
H -1.89796 -0.45357 -2.36004 0.0 0.0 0.0 0.001
C 5.29446 -1.41123 -0.25322 0.0 0.0 0.0 0.001
C 4.40759 -1.17939 0.79252 0.0 0.0 0.0 0.000
C 3.04702 -1.14421 0.54426 0.0 0.0 0.0 0.001
C 2.57136 -1.34807 -0.75354 0.0 0.0 0.1 0.011
C 3.45816 -1.59322 -1.79724 0.0 0.0 0.0 0.003
C 4.82206 -1.61996 -1.53976 0.0 0.0 0.0 0.001
P 0.79220 -1.31827 -0.98514 -0.1 0.0 0.0 0.030
C 0.41406 -1.66997 -2.71536 0.0 0.0 0.0 -0.001
C -0.34199 -2.77598 -3.09661 0.0 0.0 0.0 -0.001
C -0.70156 -2.94427 -4.42932 0.0 0.0 0.0 0.000
C -0.30776 -2.01445 -5.37991 0.0 0.0 0.0 -0.001
C 0.44953 -0.90898 -5.00542 0.0 0.0 0.0 0.000
C 0.80354 -0.73191 -3.67765 0.0 0.0 0.0 -0.001
C -0.06670 -2.50889 0.06855 0.0 0.0 0.1 0.002
C 0.10477 -3.84944 0.37620 0.0 0.0 0.0 0.002
C -0.80871 -4.42918 1.24665 0.0 0.0 0.0 0.000
C -1.87396 -3.69372 1.77450 0.0 0.0 0.0 0.004
C -2.03723 -2.35355 1.46612 0.0 0.0 0.0 -0.002
C -1.11091 -1.73149 0.61799 0.1 -0.1 0.0 -0.004
H 6.35841 -1.43746 -0.06021 0.0 0.0 0.0 0.000
H 4.77970 -1.03193 1.79754 0.0 0.0 0.0 0.000
H 2.34941 -0.98732 1.35821 0.0 0.0 0.0 0.000
H 3.09840 -1.77072 -2.80206 0.0 0.0 0.0 0.000
H 5.51473 -1.81111 -2.34794 0.0 0.0 0.0 0.000
H -0.64601 -3.51111 -2.36155 0.0 0.0 0.0 0.000
H -1.28057 -3.80916 -4.72387 0.0 0.0 0.0 0.000
H -0.58288 -2.15241 -6.41689 0.0 0.0 0.0 0.000
H 0.76866 -0.19252 -5.75063 0.0 0.0 0.0 0.000
H 1.40496 0.12644 -3.39238 0.0 0.0 0.0 0.000
H 0.92604 -4.42475 -0.03259 0.0 0.0 0.0 0.000
H -0.69960 -5.47035 1.52089 0.0 0.0 0.0 0.000
H -2.57291 -4.18254 2.44035 0.0 0.0 0.0 0.000
H -2.87185 -1.81630 1.89993 0.0 0.0 0.0 0.000
C -1.76866 0.82668 3.54089 0.0 0.0 0.0 0.000
Si 0.02899 0.96021 3.01782 0.0 0.1 0.1 0.009
C 0.81196 2.40527 3.90128 0.0 0.0 0.0 0.003
C 0.88473 -0.61798 3.52637 0.0 0.0 -0.1 0.000
C 0.28067 1.28521 1.11332 0.0 -0.1 -0.1 0.055
Si 0.09199 3.11532 0.53174 -0.1 0.1 0.0 0.006
C -0.14980 3.07845 -1.35176 0.1 0.1 0.1 0.001
C -1.37069 3.98782 1.32665 0.0 0.0 0.0 0.001
C 1.70176 3.98306 0.85372 0.0 -0.1 -0.1 0.000
H -1.76717 0.82367 4.63432 0.0 0.0 0.0 0.000
H -2.21348 -0.12203 3.23532 0.0 0.0 0.0 0.000
H -2.41927 1.65062 3.24344 0.0 0.0 0.0 0.000
H 0.74890 2.22297 4.97719 0.0 0.0 0.0 0.000
H 0.31129 3.35448 3.70227 0.0 0.0 0.0 0.000
H 1.86806 2.51382 3.65002 0.0 0.0 0.0 0.000
H 0.63283 -0.82031 4.57050 0.0 0.0 0.0 0.000
H 1.97214 -0.53565 3.47734 0.0 0.0 0.0 0.000
H 0.57137 -1.48638 2.94220 0.0 0.0 0.0 0.000
H 1.34969 1.08335 0.92475 0.0 0.0 0.0 0.031
H 0.39067 2.24074 -1.80305 0.0 0.0 -0.1 0.001
H 0.31334 3.98664 -1.74805 0.0 0.0 0.0 0.000
H -1.18477 3.10805 -1.69196 0.0 -0.1 0.0 0.000
H -2.09402 4.32864 0.58180 0.0 0.0 0.0 0.000
H -1.02206 4.88235 1.84715 0.0 0.0 0.0 0.000
H -1.89706 3.39439 2.07653 0.0 0.0 0.0 0.000
H 2.52999 3.46964 0.35969 0.0 0.0 0.0 0.000
H 1.93470 4.06919 1.91319 0.0 0.0 0.0 0.000
H 1.64768 4.99304 0.43981 0.0 0.0 0.0 0.000
```
Positions in Å, forces in eV/Å.

Properties
Kohn-Sham gap (spin up / spin down), eV: 7.17 / 7.51
Spin multiplicity: 2
LUMO level (spin up / spin down), eV: -6.9821 / -6.8646
ΔE to the lowest compared entry with this formula, charge and spin, kcal per mole: 0.99
Net charge: +2
<S²>: 0.755
Energy, Ha: -2161.10599